1.
C7H7N | ωB97M-V with the def2-TZVPD basis set

XYZ file:
```
15
Properties=species:S:1:pos:R:3:mulliken_charge:R:1
C -0.270 -1.371 0.352 -0.280
C 0.169 -0.073 0.742 -0.026
C -0.588 1.080 0.439 -0.372
C -1.769 1.095 -0.169 -0.498
C -2.247 -0.317 -0.324 -0.156
C 3.113 -0.028 -0.196 -0.658
C 1.889 -0.175 -0.392 -0.390
H 0.474 -2.169 0.204 0.407
H 1.150 0.016 1.050 0.536
H -0.035 1.993 0.563 0.331
H -2.120 2.017 -0.761 0.298
H -3.238 -0.590 -0.487 0.468
H 4.181 0.157 -0.408 0.370
H 0.823 -0.190 -0.546 0.545
N -1.533 -1.445 -0.067 -0.575
```

Calculated values
frontier orbital gap = 8.703 eV
multiplicity = 1
DFT total energy = -8855.3882 eV
ΔE to the lowest compared entry with this formula, charge and spin = 143.81 kcal per mole
E_HOMO = -8.49 eV
SMILES = c1ccncc1.C#C

2.
C4H7NO2 | ωB97M-V with the def2-TZVPD basis set

XYZ file:
```
14
Properties=species:S:1:pos:R:3:mulliken_charge:R:1
N 1.755 0.753 1.300 -0.505
C 0.808 -0.114 0.788 0.800
O -0.393 0.526 0.617 -0.404
C 0.980 -1.412 0.527 -0.948
C -1.230 -0.080 -0.327 0.081
C -1.757 0.804 -1.351 -0.480
O -0.766 -0.185 -1.638 -0.404
H 1.689 1.719 1.017 0.240
H 2.695 0.385 1.313 0.218
H 0.134 -2.066 0.386 0.230
H 1.967 -1.843 0.470 0.223
H -1.767 -0.956 0.039 0.464
H -1.373 1.822 -1.353 0.218
H -2.740 0.648 -1.789 0.268
```

Calculated values
frontier orbital gap = 9.236 eV
multiplicity = 1
DFT total energy = -9844.4762 eV
ΔE to the lowest compared entry with this formula, charge and spin = 64.65 kcal per mole
E_HOMO = -8.18 eV
SMILES = C=C(N)O[C@H]1CO1

3.
C28H28N4O2PtS | ωB97M-V with the def2-TZVPD basis set

XYZ file:
```
64
Properties=species:S:1:pos:R:3:mulliken_charge:R:1
Pt 0.613 -0.555 -1.259 0.054
C -5.286 2.208 3.210 -1.547
C -4.301 1.217 2.656 0.919
C -2.961 1.246 3.032 -0.761
C -2.061 0.317 2.534 0.039
C -2.495 -0.655 1.649 -0.041
C -3.828 -0.707 1.270 -0.264
C -4.719 0.226 1.769 -0.971
S -1.350 -1.825 0.950 1.124
O -1.935 -3.121 1.156 -0.740
O -0.079 -1.548 1.579 -0.603
N -1.209 -1.484 -0.641 -0.531
C -1.800 -2.255 -1.622 1.153
C -2.919 -3.094 -1.468 -0.786
C -3.428 -3.723 -2.583 -0.637
C -2.857 -3.516 -3.829 -0.595
C -1.770 -2.670 -3.885 -0.423
N -1.243 -2.073 -2.817 -0.311
H -4.780 3.080 3.625 0.360
H -5.877 1.755 4.008 0.329
H -5.979 2.548 2.441 0.375
H -2.615 2.009 3.720 0.372
H -1.018 0.343 2.820 0.450
H -4.167 -1.468 0.579 0.276
H -5.758 0.188 1.464 0.398
H -3.371 -3.267 -0.506 0.423
H -4.290 -4.371 -2.473 0.396
H -3.246 -3.985 -4.722 0.375
H -1.283 -2.450 -4.829 0.391
N -0.860 6.573 -0.717 -0.550
C -0.652 5.444 -0.795 -0.073
C -0.395 4.041 -0.882 0.370
C -1.174 3.138 -0.158 -0.907
C -0.921 1.780 -0.227 0.357
C 0.121 1.283 -1.008 0.117
C 0.891 2.202 -1.742 -0.595
C 0.637 3.560 -1.689 -0.725
H -1.987 3.507 0.456 0.577
H -1.553 1.102 0.318 0.400
H 1.690 1.831 -2.373 0.606
H 1.235 4.255 -2.265 0.485
C 2.414 0.067 1.706 -0.736
N 3.515 0.971 1.257 0.013
C 4.780 0.670 1.969 -0.871
C 3.680 0.989 -0.262 -0.639
C 3.832 -0.380 -0.836 1.513
C 5.103 -0.955 -0.902 -0.585
C 5.254 -2.264 -1.328 -0.686
C 4.122 -2.985 -1.687 -0.767
C 2.869 -2.389 -1.659 -0.165
C 2.682 -1.066 -1.240 -0.622
H 2.247 0.234 2.768 0.520
H 2.703 -0.964 1.524 0.391
H 1.522 0.267 1.121 -0.106
H 3.237 1.919 1.510 0.322
H 5.073 -0.347 1.723 0.419
H 4.613 0.757 3.040 0.310
H 5.553 1.366 1.653 0.345
H 4.552 1.621 -0.444 0.610
H 2.783 1.476 -0.630 -0.207
H 5.981 -0.371 -0.637 0.449
H 6.236 -2.713 -1.390 0.379
H 4.218 -4.012 -2.017 0.391
H 2.012 -2.977 -1.983 0.436
```

Calculated values
frontier orbital gap = 7.052 eV
multiplicity = 1
DFT total energy = -53624.9040 eV
ΔE to the lowest compared entry with this formula, charge and spin = 39.00 kcal per mole
E_HOMO = -7.33 eV

4.
C4H5Br2IO | ωB97M-V with the def2-TZVPD basis set

XYZ file:
```
13
Properties=species:S:1:pos:R:3:mulliken_charge:R:1
C -1.850 1.178 -0.832 -0.414
C -0.981 0.390 -0.280 0.312
C 1.188 -0.410 0.219 -0.660
C -4.389 0.354 -0.046 -0.287
O 0.351 0.640 -0.206 -0.378
Br -5.538 0.808 -1.478 -0.002
Br -4.772 1.237 1.580 0.008
I -3.992 -1.720 0.157 0.185
H -2.065 2.136 -1.232 0.346
H -1.311 -0.569 0.131 0.038
H 0.875 -0.816 1.186 0.307
H 2.178 0.033 0.318 0.246
H 1.225 -1.215 -0.522 0.301
```

Calculated values
frontier orbital gap (spin up / spin down) = 7.798 / 8.045 eV
multiplicity = 1
DFT total energy = -154456.6168 eV
ΔE to the lowest compared entry with this formula, charge and spin = 35.23 kcal per mole
E_HOMO (spin up / spin down) = -8.93 / -8.52 eV